# 1
Molecular formula: C14H23BrF3O11P
Method: DFT, ωB97M-V with the def2-TZVPD basis set

Calculated values
SMILES: O=COCC[C@](Br)(OC(=O)P(=O)(O)O)C(F)(F)F.CCOC(C)=O.CCOC(C)=O
Net charge: 0
Orbital gap: 10.72 eV
Highest occupied orbital energy: -10.35 eV

```
53
Properties=species:S:1:pos:R:3:mulliken_charge:R:1
Br 0.78548 -1.31548 -3.68782 -0.0003
P -0.57191 -0.89783 -0.03058 0.8903
F -0.62475 1.18338 -2.64442 -0.0778
F -0.95442 1.09613 -4.77242 -0.2720
F -2.61529 0.88397 -3.41754 -0.2658
O 0.11957 -1.19460 4.75099 -0.4533
O -1.76416 -1.56134 -2.51447 -0.3278
O 0.75892 -0.71955 -0.61886 -0.5670
O -2.74579 -3.45454 -5.83884 -0.2575
O 2.15071 2.64827 1.10920 -0.2937
O -3.03201 -0.57769 -0.95703 -0.4433
O 0.40357 3.94809 0.90014 -0.5828
O -0.77242 -2.15396 0.90365 -0.4871
O -3.67514 -5.46527 -6.18000 -0.4609
O -1.05518 0.32543 0.85933 -0.4380
O 0.75896 -0.21988 2.90286 -0.3866
C -2.70824 -4.77066 -6.14873 0.2105
C -1.74893 -3.05456 -4.87934 -0.5093
C -0.10019 -1.19372 6.16968 -0.4353
C -1.49928 -0.74377 6.52910 -1.0148
C -1.14144 -0.94968 -3.61172 0.3917
C -1.32973 0.58151 -3.60478 0.5706
C -1.95746 -0.97536 -1.26892 0.5042
C 1.36204 3.45272 0.36899 0.8501
C 4.50330 2.63559 0.42454 -1.1856
C 1.72109 3.74213 -1.06923 -1.1060
C 3.20992 1.85964 0.54340 -0.1648
C -1.77528 -1.53499 -4.86751 -0.9963
C 0.49072 -0.09633 4.07147 0.7214
C 0.49064 1.25511 4.73635 -0.9547
H -2.00544 -3.48044 -3.91208 0.3340
H -1.69257 -5.12677 -6.38832 0.3410
H -0.45497 -1.90877 1.79516 0.3462
H -0.47712 1.72108 4.54835 0.2751
H -0.77250 -3.41212 -5.21337 0.4126
H 4.40756 3.48005 -0.25880 0.2910
H 4.80102 3.02498 1.39823 0.2940
H -2.23598 -1.37145 6.02849 0.3032
H -1.65118 -0.81997 7.60586 0.3789
H 2.30948 4.65969 -1.09573 0.3026
H -1.24466 -1.16708 -5.74123 0.3932
H 2.88342 1.43286 -0.40434 0.2080
H 0.66847 1.23171 5.80743 0.3544
H 2.28012 2.95188 -1.56097 0.3521
H 1.25568 1.86260 4.26002 0.2382
H -1.67975 0.28905 6.23124 0.2813
H 5.29480 1.98444 0.05295 0.3947
H 0.05389 -2.23018 6.46361 0.3394
H -2.81864 -1.21617 -4.89441 0.3743
H 3.31770 1.02897 1.23840 0.3707
H 0.66458 -0.60110 6.67151 0.3776
H -0.38412 1.02386 0.82584 0.2701
H 0.79688 3.91013 -1.61529 0.3092
```


# 2
Molecular formula: C5H4FO4
Method: DFT, ωB97M-V with the def2-TZVPD basis set

Calculated values
Net charge: -1
Orbital gap: 5.41 eV
Highest occupied orbital energy: -2.29 eV
ΔE to the lowest compared entry with this formula, charge and spin: 83.4 kJ/mol

```
14
Properties=species:S:1:pos:R:3:mulliken_charge:R:1
F 1.83340 -1.27231 -2.46711 -0.3244
O 5.25057 -0.39603 0.98275 -0.3890
O 0.95512 1.75973 -0.70253 -0.5943
O 4.93278 1.76418 0.28736 -0.3577
O 2.02291 0.76474 -3.16904 -0.7467
C 1.10791 -0.67625 0.14945 -0.4147
C 0.54061 -0.25305 1.25269 -0.8934
C 1.30906 0.35580 -0.89957 0.0845
C 5.05740 0.68770 0.64719 0.7251
C 1.71128 0.09305 -2.20317 0.6726
H 0.07845 0.77648 1.33561 0.1890
H 0.28798 -0.96448 1.96648 0.3611
H 1.07931 -1.66565 -0.17736 0.4154
H 1.50525 2.20649 -1.35988 0.2726
```


# 3
Molecular formula: C7H31O11
Method: DFT, ωB97M-V with the def2-TZVPD basis set

Calculated values
Net charge: -1
Orbital gap: 9.10 eV
Highest occupied orbital energy: -6.44 eV

```
49
Properties=species:S:1:pos:R:3:mulliken_charge:R:1
O -1.67908 1.96102 0.78991 -1.1609
O -3.30658 -2.64398 -1.06956 -0.6819
O -3.44087 2.00000 -1.15706 -0.7749
O -0.60769 -0.51974 -3.90016 -0.6311
O 0.42773 1.67601 2.41940 -0.7625
O 2.96983 1.77393 0.18233 -0.6967
O 0.43849 2.78108 -0.19935 -0.8510
O 3.38627 0.59361 2.51412 -0.7415
O 3.49141 -0.92232 -0.60177 -0.6788
O 1.09353 -0.59886 3.41373 -0.8464
O -1.14002 2.38890 -2.42314 -0.7008
C -1.78133 -1.62807 1.15119 -1.2857
C 0.39293 -2.69574 0.74253 -0.1317
C -0.70273 -1.14364 -2.63094 -0.3778
C 0.37255 -3.62984 1.68736 -0.9073
C 0.46214 -0.70553 -1.73766 -0.5370
C -0.61106 -1.59050 0.50596 0.8519
C -0.03660 -0.44366 -0.30904 1.1343
H -2.56226 -3.05633 -0.63529 0.4164
H -1.64496 -0.89218 -2.14639 0.1178
H 0.69368 0.25309 3.04964 0.4571
H -4.31498 1.82782 -0.78889 0.2954
H -0.73512 -2.21869 -2.81462 0.2612
H 2.65923 -0.02535 2.74360 0.4810
H -2.73767 1.94334 -0.43381 0.4411
H 0.81781 -0.09536 0.29031 -0.2235
H 0.81111 0.26410 -2.07908 0.3758
H -0.78049 0.34804 -0.10369 -0.3925
H -2.12054 2.72591 1.17940 0.1543
H 2.02649 1.89373 -0.12469 0.3243
H -0.51671 1.67738 2.09418 0.5310
H 3.54524 -1.23985 0.30545 0.3267
H 2.94440 1.15685 1.85187 0.3296
H 0.66386 -1.29665 2.90288 0.3713
H -2.07507 2.35303 -2.21322 0.5337
H -0.52533 -3.70111 2.29058 0.2044
H 1.24416 -2.58391 0.07535 0.0932
H -1.95595 -2.48778 1.78423 0.1300
H 1.28994 -1.41078 -1.75678 0.4879
H -2.53053 -0.85047 1.19868 0.3413
H 3.33196 2.66298 0.08793 0.2883
H -3.16356 -1.70509 -0.89296 0.3241
H -0.67343 2.56064 -1.58494 0.2799
H 1.13797 -4.37399 1.84960 0.2875
H -0.49594 2.48202 0.28424 0.3435
H 3.28330 0.02980 -0.47267 0.3848
H 0.61597 3.72195 -0.18390 0.1353
H -0.98296 0.35565 -3.92518 0.3315
H 0.85026 1.96472 1.59198 0.3475
```


# 4
Molecular formula: C41H65NO29
Method: DFT, ωB97M-V with the def2-TZVPD basis set

Calculated values
SMILES: CC(=O)N(C(C)=O)C1=C(CCCc2ccccc2)C(=O)OC1=O.COC(=O)OC.COC(=O)OC.COC(=O)OC.COC(=O)OC.COC(=O)OC.COC(=O)OC.COC(=O)OC.COC(=O)OC
Net charge: 0
Orbital gap: 7.43 eV
Highest occupied orbital energy: -8.76 eV

```
136
Properties=species:S:1:pos:R:3:mulliken_charge:R:1
O 0.57442 2.12011 -5.89645 -0.3036
O -5.81172 -1.16549 9.58108 -0.5409
O 1.73364 -4.72905 1.33163 -0.2679
O -5.54267 -1.92698 1.71423 -0.5824
O 2.82158 -4.73015 -0.55023 -0.1250
O -1.17071 1.88497 6.41743 -0.3293
O 4.42183 4.12532 0.11670 -0.2932
O 0.46287 3.83433 -9.86207 -0.3152
O -6.56295 2.38354 1.35282 -0.5148
O -6.84043 2.80401 -1.57437 -0.4899
O -3.72210 -0.27456 9.53070 -0.2938
O -2.44270 2.90362 -1.09611 -0.4555
O 2.26695 3.69388 -11.23664 -0.5452
O 2.31398 1.83934 -7.16770 -0.3087
O 9.19782 -4.88279 0.03811 -0.3234
O 7.29957 -4.61136 1.06223 -0.3256
O -0.87033 1.85300 4.16435 -0.5525
O -5.67947 0.34911 2.10508 -0.2979
O 6.22942 3.98686 -1.25559 -0.5458
O -4.81221 -0.26082 11.41187 -0.3307
O -2.11832 -3.45900 4.88514 -0.2771
O -0.86668 -4.42738 6.37487 -0.3345
O 2.59904 1.81022 -4.91217 -0.6766
O -1.78556 -2.40827 6.87273 -0.4302
O 0.73487 -5.62985 -0.50050 -0.5825
O 4.13776 3.38168 -1.90673 -0.1762
O 7.38679 -4.24457 -1.17885 -0.5456
O -2.73471 2.70346 5.14942 -0.3442
O 0.17374 3.08680 -11.88276 -0.3257
N -4.57446 1.95635 -1.25197 0.8113
C -0.00735 2.22112 -4.59571 -0.2027
C 2.18554 -0.66024 -1.31548 -0.5312
C 0.10370 1.26120 6.56599 -0.6320
C -4.07630 4.34919 -0.00100 -0.8540
C 1.08865 3.55300 -11.01605 0.7941
C -2.93462 -2.36394 4.47401 -0.4334
C -3.24167 3.01296 3.85321 -0.6179
C 1.32014 4.34299 -8.84144 -0.3070
C 0.56280 -0.29207 0.77705 -0.7317
C -5.83149 1.40681 1.12739 -0.0043
C -3.01660 -0.59900 -2.23990 0.0529
C -4.87738 -0.62262 10.11847 0.7120
C 0.70204 2.74429 -13.16259 -0.6219
C -4.95841 1.03553 -0.16839 0.5564
C -1.66810 -1.44042 -2.60213 -1.1614
C 2.89451 -5.04955 -1.93840 -0.7076
C 3.71660 1.61913 -7.31783 -0.7346
C -5.73134 2.45760 -2.03077 0.4409
C -5.98208 -0.57238 12.16536 -0.6326
C 4.66721 3.04034 -3.18871 -0.3344
C -4.63037 -0.34108 -0.09683 0.0607
C -0.25782 -4.43332 7.66529 -0.6341
C -5.31120 -0.77953 1.28837 0.0925
C 5.27675 4.63128 1.13959 -0.6447
C -3.83426 -1.31738 -1.06217 -0.7382
C 5.91185 -4.27783 1.03076 -0.4977
C 1.66741 -5.08583 0.03831 0.7205
C -0.45280 -1.06261 -1.63134 1.2206
C -3.66391 3.03537 -0.80067 0.4521
C 5.05049 3.84550 -1.03844 0.6717
C -0.64672 -0.67069 -0.13826 0.0721
C 1.89995 1.91290 -5.89202 0.7750
C 9.97187 -4.85870 -1.15953 -0.6201
C 0.56583 -5.04696 2.08736 -0.5872
C -3.64907 -0.60131 8.14213 -0.5399
C -1.60850 -3.33687 6.12088 0.6945
C 1.98041 -0.27652 0.16622 -0.5632
C -1.52436 2.12019 5.14358 0.7936
C 0.98382 -1.06551 -2.21910 -0.6810
C -5.52972 2.50614 -3.63955 -0.7492
C 7.90760 -4.54833 -0.13306 0.7562
H 0.73061 -4.71414 3.11276 0.2039
H -3.80219 -2.26062 5.12950 0.2733
H 9.99133 -3.85328 -1.58583 0.2888
H 5.52431 -4.36199 2.04653 0.2704
H -1.35844 -1.08168 -3.65685 0.2674
H -1.67326 -0.62680 0.37503 -0.0516
H 1.44320 1.94700 -13.07280 0.2878
H 3.86641 -4.71746 -2.30588 0.2138
H 2.08438 3.61082 -8.58104 0.0024
H 0.41187 3.06951 -4.05052 0.3365
H 3.84218 2.67799 -3.80599 -0.0199
H 0.42801 -3.58998 7.77193 0.2840
H -3.36490 2.10262 3.26132 0.2059
H 5.77028 -3.24926 0.69178 0.2964
H 0.13541 1.29377 -4.03594 0.0018
H -3.28929 -2.57302 3.46410 0.1300
H -1.01732 -4.41528 8.44997 0.2892
H -2.35413 -1.43825 4.45151 0.1888
H -5.96488 1.52889 -4.03644 0.2646
H 0.28334 1.12051 7.63233 0.2130
H 4.66446 4.82088 2.02200 0.2173
H -4.39547 2.47527 -3.85071 0.0707
H 0.89412 1.89853 6.16333 0.3654
H -5.18376 4.61069 -0.03577 0.2823
H 6.04182 3.89686 1.40103 0.2924
H -2.58678 3.72225 3.34132 0.3295
H 2.11604 -4.52399 -2.49603 0.2693
H 3.25080 -0.62653 -1.71930 0.3826
H 0.31390 -5.35712 7.75966 0.2289
H -0.30481 -4.52089 1.68962 0.2169
H 5.40842 2.24237 -3.09927 0.3150
H -3.73032 -1.67874 7.99552 0.2545
H -2.66045 0.46277 -1.99524 -0.0251
H 1.22780 -1.34874 -3.30187 0.3887
H -6.03565 3.44489 -4.03851 0.3476
H 5.36242 -4.97366 0.39359 0.1908
H -1.87150 -2.55847 -2.69665 0.3471
H -5.81759 -0.23698 13.19000 0.2231
H -3.68728 -0.62074 -3.17594 0.4360
H 4.28526 2.44302 -6.88062 0.3177
H 0.11241 0.28198 6.08196 0.2175
H 0.39453 -6.12564 2.09822 0.3239
H 10.99246 -5.14430 -0.90239 0.2169
H -6.15639 -1.65060 12.17838 0.2878
H -3.49359 5.23058 -0.46669 0.3996
H -4.22063 3.47713 3.97884 0.3478
H 0.71112 4.53420 -7.95716 0.2053
H 3.93485 1.57765 -8.38562 0.2398
H -0.12252 2.38134 -13.77709 0.2201
H -3.09960 -1.93797 -0.43287 0.2618
H 5.10199 3.91887 -3.67219 0.3471
H 1.77714 5.28439 -9.15551 0.3437
H -1.07811 2.38730 -4.71986 0.0978
H -2.67702 -0.27639 7.77277 0.2211
H 1.13509 3.62154 -13.64822 0.2872
H 9.58377 -5.57804 -1.88400 0.2904
H 0.40373 -0.01414 1.86812 0.4018
H 4.00752 0.66715 -6.86841 0.3318
H 5.73524 5.57254 0.82832 0.2918
H 2.81769 -6.12848 -2.09042 0.3354
H -3.70309 4.29469 1.08997 0.0183
H -4.42525 -0.07459 7.58130 0.3426
H 2.85720 0.03068 0.81846 0.3683
H -6.85066 -0.04540 11.76429 0.2911
H -4.55860 -2.08470 -1.53268 0.4325
```


# 5
Molecular formula: C16H23NO4
Method: DFT, ωB97M-V with the def2-TZVPD basis set

Calculated values
Net charge: 0
Orbital gap: 9.98 eV
Highest occupied orbital energy: -9.55 eV
ΔE to the lowest compared entry with this formula, charge and spin: 363.6 kJ/mol

```
44
Properties=species:S:1:pos:R:3:mulliken_charge:R:1
O -0.48846 1.12494 -0.11144 -0.6476
O -3.39639 -1.09438 0.70126 -0.6801
O 1.01684 -2.90669 1.94610 -0.5935
O 1.80719 -2.46658 -0.18706 -0.4866
N -1.36344 -1.83711 0.06082 -0.3278
C -4.41440 1.78364 3.76388 -1.2903
C 3.30012 -0.17058 -4.19693 -0.4428
C -2.16814 -0.97048 0.72930 -0.1287
C -0.17209 0.16495 0.87619 0.4231
C -2.39948 1.05958 2.29686 -0.9880
C 1.03159 -1.44030 -0.92068 -0.0985
C 0.01695 -1.23876 0.23899 1.4430
C 0.97971 -2.31893 0.88419 -0.2738
C -3.43307 0.61633 3.39685 -0.3114
C -1.46892 -0.15906 1.73049 0.1541
C 1.19784 0.46436 -2.77703 -0.9901
C 1.75744 -0.21790 -1.49056 1.6121
C 3.91616 -0.27717 -2.82953 -0.7658
C 1.02614 0.75367 1.66458 -2.1282
C 1.77602 -0.23804 -4.06942 -0.8651
C 3.21516 -0.35495 -1.67464 -0.8642
H 3.62409 -1.09931 -4.72639 0.2667
H 0.54878 -1.95054 -1.72025 0.5931
H -4.83096 1.76371 4.78484 0.3578
H 0.75862 1.72215 1.97867 0.5612
H 1.42677 1.58213 -2.69221 0.3767
H 1.94225 0.89028 1.19788 0.4332
H 0.24497 1.68642 -0.26360 0.6077
H 1.07550 0.13152 2.56375 0.3922
H 3.63911 0.66933 -4.82630 0.3565
H 1.64469 0.53084 -0.76045 -0.4974
H -2.79964 0.28909 4.22725 0.3329
H -1.77518 1.94540 2.63475 0.3838
H -3.84246 2.70804 3.76587 0.3308
H -1.68991 -2.12104 -0.92088 0.3573
H 5.01803 -0.01021 -2.73666 0.2930
H 1.51888 -1.26510 -4.07455 0.3133
H 0.19024 0.22260 -2.93698 0.3711
H 1.27178 0.25009 -4.99188 0.3723
H 3.72610 -0.37047 -0.73784 0.4024
H -2.97117 1.35181 1.45553 0.3688
H -4.03301 -0.22987 3.12407 0.2942
H -5.20075 1.84819 3.07212 0.3524
H -1.22350 -0.82158 2.55106 0.6303
```


# 6
Molecular formula: C6H5NO
Method: DFT, ωB97M-V with the def2-TZVPD basis set

Calculated values
SMILES: C#C[C@H]1[C@H]2C=NO[C@@H]12
Net charge: 0
Orbital gap: 9.64 eV
Highest occupied orbital energy: -8.94 eV
ΔE to the lowest compared entry with this formula, charge and spin: 568.0 kJ/mol

```
13
Properties=species:S:1:pos:R:3:mulliken_charge:R:1
O -1.66908 1.05853 -0.26484 -0.1727
N -0.62646 1.91908 -0.04145 -0.2684
C 0.63238 -1.11577 -1.10654 -0.2436
C 0.08746 -0.99033 0.11967 0.0359
C -1.30540 -0.23351 0.38003 -0.2854
C 0.12298 0.17832 1.00292 0.1561
C 0.34264 1.55635 0.63141 -0.3640
C 1.36852 -0.75343 -2.08401 -0.4506
H 1.06406 2.44587 0.87885 0.3248
H -2.16689 -0.86635 0.74201 0.3396
H 0.50253 -0.15660 2.03846 0.3097
H 1.73610 -0.99452 -3.05394 0.3347
H -0.08883 -2.04766 0.75742 0.2840
```


What is the orbital gap in the sixth record?
9.64 eV


Which of these has the lowest highest occupied orbital energy?
C14H23BrF3O11P